# 1
Density functional theory data (ωB97M-V/def2-TZVPD) for a structure of composition C48H54BN15O3S6Ti in a non-equilibrium geometry.

Geometry as XYZ:
```
128
Properties=species:S:1:pos:R:3:mulliken_charge:R:1
Ti -0.1982 0.2848 -0.2992 0.7196
C -1.6416 -4.8082 -1.3874 -1.3352
C -2.3874 -5.3101 -0.1461 1.3099
C -3.7581 -5.8570 -0.5568 -2.1031
C -1.6136 -6.4498 0.5245 -1.6820
N -2.5460 -4.1997 0.8006 0.6263
C -3.7459 -3.6604 1.2057 -0.3888
C -3.4809 -2.7035 2.1139 -1.5629
N -2.1214 -2.6144 2.2899 0.9777
B -1.5787 -1.8400 3.5011 0.1254
N -0.0633 -1.9662 3.6466 -0.0810
C 0.5090 -2.9465 4.4025 -1.4507
C 1.8459 -2.9049 4.2170 -0.1867
N 2.1099 -1.8912 3.3314 0.6999
C 0.9198 -1.3383 2.9810 -0.7790
S 0.6691 0.1146 2.1211 0.6605
C 3.4269 -1.5794 2.7646 1.5147
C 3.7695 -0.1104 3.0383 -1.1421
C 3.3844 -1.8870 1.2640 -1.8602
C 4.5070 -2.4435 3.4205 -2.3976
N -2.0449 -0.3377 3.4971 0.5014
C -2.2598 0.3028 4.6851 -1.8209
C -2.9543 1.4351 4.4479 -0.4688
N -3.1620 1.5247 3.0918 1.3928
C -2.5584 0.4409 2.5272 -0.8935
S -2.4495 0.1020 0.8640 0.1032
C -4.0934 2.5180 2.5347 1.6078
C -3.6470 3.9256 2.9370 -1.5684
C -5.4716 2.2006 3.1331 -1.8193
C -4.1891 2.4801 1.0109 -2.2570
C -1.5449 -3.5365 1.4711 0.0205
S 0.0859 -3.8440 1.3135 -0.1769
H -1.3720 -5.6434 -2.0285 0.5567
H -0.7287 -4.2920 -1.0976 0.1836
H -2.2547 -4.1122 -1.9562 0.2067
H -3.6131 -6.6684 -1.2654 0.4435
H -4.3710 -5.1009 -1.0395 0.3897
H -4.2908 -6.2540 0.3047 0.4606
H -1.5478 -7.2975 -0.1522 0.5058
H -2.1169 -6.7618 1.4371 0.3904
H -0.6114 -6.1213 0.7794 0.3143
H -4.6919 -3.9901 0.8339 0.5310
H -4.1537 -2.0778 2.6632 0.7287
H -2.0735 -2.3162 4.4821 -0.2058
H -0.0830 -3.6118 4.9929 0.6274
H 2.6034 -3.5162 4.6563 0.5790
H 3.0256 0.5503 2.6029 -0.0176
H 4.7446 0.1242 2.6161 0.4634
H 3.8089 0.0684 4.1119 0.4031
H 2.4914 -1.4606 0.8034 0.2117
H 3.3438 -2.9627 1.1083 0.5082
H 4.2698 -1.4952 0.7671 0.5643
H 4.5621 -2.2594 4.4918 0.4956
H 5.4656 -2.1765 2.9833 0.4430
H 4.3399 -3.5013 3.2354 0.5567
H -1.8975 -0.0980 5.6076 0.6462
H -3.3095 2.1706 5.1366 0.7005
H -3.4957 4.0226 4.0079 0.3421
H -4.4052 4.6423 2.6309 0.5781
H -2.7177 4.1759 2.4345 0.2340
H -5.4587 2.2831 4.2176 0.4001
H -5.7673 1.1889 2.8618 0.2962
H -6.2140 2.8942 2.7474 0.4746
H -3.2112 2.6140 0.5516 0.2693
H -4.8390 3.2874 0.6790 0.5684
H -4.6040 1.5369 0.6688 0.5133
C -0.4400 3.9246 4.1366 -1.0862
C -0.5460 5.1585 3.4993 -0.6954
C -0.3736 5.2110 2.1368 -0.8784
C -0.0778 4.0182 1.4388 -0.0439
N -0.0602 2.8237 2.0464 0.8717
C -0.2213 2.8016 3.3617 -0.2406
N 0.3846 4.1580 0.1825 -0.3138
C 0.4232 3.3804 -0.8345 -0.1086
N -0.3288 2.2681 -1.1538 -0.0424
C -0.1461 2.0561 -2.4951 0.2302
N -0.8520 1.3499 -3.3109 -0.4574
C -1.8004 0.4610 -2.9593 -0.4045
C -2.8098 0.2206 -3.9101 -0.8407
C -3.7183 -0.7806 -3.6946 -0.9693
C -3.5706 -1.5649 -2.5527 -1.1180
C -2.5575 -1.2682 -1.6629 -0.7828
N -1.7222 -0.2361 -1.8130 1.4428
C 0.8712 2.9627 -3.0402 0.2672
C 1.4115 3.1013 -4.3026 0.0382
C 2.3759 4.0847 -4.4703 -0.7417
C 2.7738 4.8990 -3.4154 -0.8716
C 2.2071 4.7718 -2.1538 -0.2390
C 1.2479 3.7917 -1.9875 -0.0920
H -0.5107 3.8406 5.2092 0.5473
H -0.7441 6.0582 4.0661 0.3816
H -0.4321 6.1360 1.5838 0.5471
H -0.1321 1.8244 3.8146 0.2847
H -2.8250 0.8329 -4.7951 0.5759
H -4.4946 -0.9886 -4.4161 0.4710
H -4.2220 -2.4062 -2.3764 0.5588
H -2.3920 -1.8904 -0.7899 0.8731
H 1.0883 2.4724 -5.1169 0.8104
H 2.8258 4.2185 -5.4424 0.4247
H 3.5308 5.6518 -3.5894 0.4313
H 2.4924 5.4093 -1.3323 0.5811
N 4.3187 2.1217 -7.7317 -0.5753
C 4.1340 1.2732 -6.6666 1.3413
C 2.8505 0.8353 -6.3256 -0.8348
C 2.6588 0.0210 -5.2294 -0.4195
C 3.7533 -0.3736 -4.4836 -0.2684
C 5.0292 0.0560 -4.7946 -0.4891
C 5.2219 0.8853 -5.8791 -0.8756
S 3.4799 -1.4148 -3.0744 1.3472
O 4.6887 -1.4545 -2.2883 -0.6326
O 2.9126 -2.6688 -3.4599 -0.7815
N 2.3019 -0.6042 -2.2479 0.0571
C 2.6580 0.3343 -1.3921 -0.0753
S 4.2900 0.9757 -1.3330 -0.2503
C 3.7947 1.9991 -0.0225 -0.8990
C 2.5011 1.7887 0.2887 -1.4535
N 1.8532 0.8695 -0.4982 1.9126
H 3.5801 2.1579 -8.4145 0.2169
H 5.2515 2.1783 -8.1059 0.2113
H 2.0170 1.1418 -6.9396 0.3122
H 1.6808 -0.3266 -4.9390 0.4434
H 5.8457 -0.2819 -4.1785 0.5264
H 6.2112 1.2334 -6.1342 0.3289
H 4.4960 2.6508 0.4544 0.5363
H 1.9592 2.2523 1.0994 0.3119
O 0.0397 -1.8791 -2.9002 -0.4531
S 0.9224 -2.0858 -1.7583 0.1952
N 0.3505 -1.3796 -0.5264 0.2081
```

Summary:
- F_max: 2.42 eV Å⁻¹
- Gap between HOMO and LUMO: 6.03 eV
- E_LUMO: -0.50 eV
- 2S+1: 1
- E: -6172.26261 Ha

# 2
Density functional theory data (ωB97M-V/def2-TZVPD) for a cluster of 6 separate species, C16H44O6 in total in a non-equilibrium geometry.

Geometry as XYZ:
```
66
Properties=species:S:1:pos:R:3:nbo_charge:R:1
C -1.2704 1.0149 -1.2197 -0.2469
O -0.0883 0.3298 -1.6167 -0.7350
H -1.1035 1.1362 -0.1495 0.1617
H -1.5041 1.9987 -1.6266 0.1857
H -2.1228 0.3548 -1.3809 0.1595
H 0.0795 -0.3962 -1.0114 0.4759
C -6.8263 -5.3456 -2.3325 -0.6359
C -5.3990 -5.2574 -2.7884 0.0915
C -4.5785 -4.0496 -2.2722 -0.6246
O -4.7182 -6.3400 -2.0967 -0.7389
H -7.4242 -4.6985 -2.9743 0.2059
H -7.0530 -5.1152 -1.2915 0.2094
H -7.2664 -6.3148 -2.5671 0.2245
H -5.1893 -5.3646 -3.8526 0.1881
H -4.7951 -3.1560 -2.8576 0.2053
H -3.5251 -4.2822 -2.4279 0.2240
H -4.7937 -3.8881 -1.2159 0.1938
H -4.6060 -6.1187 -1.1693 0.4569
C 0.2531 7.3985 2.8533 -0.6554
C 0.1841 8.0537 1.4956 0.1026
C -1.0427 7.6914 0.6193 -0.6300
O 0.0216 9.4915 1.6244 -0.7424
H -0.6431 7.3689 3.4731 0.2151
H 1.0422 7.8435 3.4594 0.2250
H 0.3826 6.3229 2.9736 0.2271
H 1.1135 7.8917 0.9497 0.1604
H -0.9449 8.1842 -0.3480 0.2042
H -1.7883 8.0326 1.3375 0.2214
H -1.1300 6.6168 0.4590 0.2035
H -0.0702 9.9250 0.7727 0.4685
C 3.8535 -1.8431 0.2177 -0.6208
C 3.0486 -2.9789 0.8413 0.0844
C 3.5236 -3.1312 2.2403 -0.6383
O 1.6826 -2.6252 0.7543 -0.7298
H 4.8979 -2.1282 0.0907 0.2112
H 3.6771 -0.8970 0.7295 0.2068
H 3.4480 -1.6476 -0.7750 0.2157
H 3.2297 -3.8064 0.1554 0.1590
H 2.9908 -3.9563 2.7129 0.2062
H 3.4941 -2.1413 2.6956 0.2168
H 4.5723 -3.4077 2.3498 0.2170
H 1.1498 -3.3340 1.1221 0.4719
C 3.7658 3.6291 -3.7088 -0.6236
C 5.2130 3.4919 -4.2123 0.0829
C 5.5487 2.1385 -4.4820 -0.6165
O 5.3817 4.3015 -5.3118 -0.7109
H 3.4837 4.6742 -3.5812 0.2129
H 3.5460 3.1227 -2.7689 0.2123
H 2.9988 3.1778 -4.3381 0.2077
H 5.8159 3.7776 -3.3504 0.1445
H 6.5913 2.1777 -4.7975 0.1939
H 4.9715 1.6492 -5.2666 0.2115
H 5.5984 1.4757 -3.6180 0.2157
H 6.3001 4.3515 -5.5870 0.4692
C -2.2698 -2.6138 4.1037 -0.6168
C -1.5259 -3.8799 4.1598 0.0829
C -1.8836 -4.6638 5.3722 -0.6246
O -1.8737 -4.6182 3.0126 -0.7197
H -2.0683 -2.0215 4.9962 0.2095
H -3.3361 -2.8011 3.9777 0.1925
H -1.9123 -2.0568 3.2376 0.2168
H -0.4677 -3.6187 4.1523 0.1744
H -1.3830 -5.6316 5.3422 0.2199
H -2.9541 -4.7712 5.5473 0.2023
H -1.4699 -4.0545 6.1758 0.2053
H -2.8322 -4.6675 2.9919 0.4570
```

Summary:
- F_max: 3.83 eV Å⁻¹
- SMILES: CC(C)O.CC(C)O.CC(C)O.CC(C)O.CC(C)O.CO
- Gap between HOMO and LUMO: 10.44 eV
- E_LUMO: 0.38 eV
- 2S+1: 1
- E: -1087.31736 Ha

Relative energy (zero: lowest compared OMol25 entry of this formula, charge and spin)
In order: 34.4, 65.9
Unit: kcal per mole